DFT (the ωB97M-V functional and the def2-TZVPD basis) results for a cluster of 2 separate species, C5H12 in total.

Energy above the lowest of the compared OMol25 structures with the same formula, charge and spin (kcal per mole): 95.5

Atoms and positions in Å:
C1 2.06942 -0.17573 0.26024
C2 0.68453 -0.57753 0.76475
C3 -0.34276 -0.83273 -0.28796
C4 -0.55742 1.45667 -1.04085
C5 -1.73763 -0.89248 0.24935
H1 2.07568 0.86022 -0.09904
H2 2.81863 -0.25363 1.05555
H3 2.37163 -0.82063 -0.57046
H4 0.36623 0.07087 1.60202
H5 0.74726 -1.59563 1.18940
H6 -0.30631 0.35464 -1.21765
H7 -1.52986 1.61807 -1.50923
H8 -0.59010 1.75100 0.01131
H9 0.23452 1.99400 -1.56347
H10 -1.97364 -0.28398 1.13898
H11 -2.49842 -0.72321 -0.52082
H12 -1.83175 -1.94992 0.53789



DFT (the ωB97M-V functional and the def2-TZVPD basis) results for a cluster of 19 separate species, C35H92ClF3O28P2S in total in a non-equilibrium geometry.

Energy above the lowest of the compared OMol25 structures with the same formula, charge and spin (kcal per mole): 121.8

Atoms and positions in Å:
C1 1.45248 3.19599 1.81513
C2 2.01851 1.98566 2.73435
C3 0.81606 1.44838 3.69517
O1 0.26831 0.19570 3.17961
C4 -0.55394 0.44674 2.02891
C5 -1.27084 -0.90930 1.45831
S1 -3.05606 -0.41354 1.54222
O2 -4.03657 -1.43909 1.06127
O3 -3.39251 -0.08557 2.99069
C6 -3.45097 1.16574 0.58725
F1 -4.48924 0.85612 -0.35026
F2 -2.37632 1.66385 -0.17521
F3 -4.00879 2.13389 1.45066
C7 -0.82106 -1.32612 -0.06040
O4 -0.88084 -0.67348 -1.11429
O5 -0.22714 -2.64805 -0.10906
C8 0.45594 -2.76659 1.19166
C9 1.82221 -1.93410 1.19000
C10 2.71408 -2.08449 -0.12524
O6 2.50226 -2.85016 -1.09535
C11 4.07513 -1.21354 -0.21006
C12 5.13727 -1.56920 0.89615
C13 6.51255 -0.86992 0.93527
C14 6.81453 0.22238 -0.12230
C15 5.75870 0.55645 -1.21671
C16 4.35812 -0.15045 -1.29406
P1 0.99205 -4.51239 1.75669
O7 0.92803 -4.67456 3.29890
O8 2.64233 -4.85610 1.37420
O9 0.12215 -5.75928 0.93760
C17 -0.76669 -2.26121 2.15261
P2 -2.00139 -3.74846 2.32162
O10 -2.69743 -4.09889 0.77032
Cl1 -3.56038 -3.23628 3.69825
H1 1.18681 2.85989 0.75401
H2 2.26194 4.00529 1.75307
H3 0.51834 3.69731 2.26109
H4 2.93094 2.26984 3.35069
H5 2.28084 1.12482 2.01966
H6 1.24330 1.30737 4.76014
H7 -0.01278 2.24888 3.79789
H8 0.05387 0.89267 1.15107
H9 -1.31194 1.25758 2.32290
H10 1.71764 -0.81654 1.39829
H11 2.46134 -2.35010 2.06259
H12 4.91900 -2.38579 1.67796
H13 7.30023 -1.13097 1.72213
H14 7.83128 0.73832 -0.10233
H15 6.05580 1.33933 -1.98541
H16 3.59081 0.06957 -2.10611
H17 3.16554 -4.40377 2.08637
H18 0.69375 -5.92358 0.14056
H19 -0.33263 -2.24688 3.20816
H20 -2.06237 -4.63747 0.24057
C18 -5.56771 -3.40759 -1.61404
O11 -4.94455 -3.80828 -0.40613
H21 -5.96602 -4.29085 -2.11620
H22 -6.38633 -2.71713 -1.39369
H23 -4.83213 -2.92229 -2.26286
H24 -4.60190 -3.01019 0.01670
C19 -2.68719 1.13529 -3.55421
O12 -2.33314 2.41192 -3.04332
H25 -2.52705 1.12931 -4.63293
H26 -2.06051 0.36933 -3.09067
H27 -3.74138 0.93555 -3.34379
H28 -2.48408 2.38543 -2.09131
C20 4.31997 6.76508 1.86181
O13 3.28937 5.81628 1.62874
H29 5.04981 6.33232 2.54624
H30 4.81181 7.01297 0.91814
H31 3.89335 7.66637 2.30957
H32 2.65802 6.22390 1.02160
C21 -3.25944 1.84889 5.67727
O14 -1.84335 1.73125 5.72419
H33 -3.60781 2.29146 6.61089
H34 -3.54771 2.49291 4.84179
H35 -3.70553 0.86052 5.55813
H36 -1.56339 1.33702 4.88804
C22 4.97230 0.45681 5.10068
O15 5.28654 0.93042 3.79792
H37 5.38119 -0.54881 5.21765
H38 5.41418 1.11408 5.84507
H39 3.88702 0.42326 5.22808
H40 4.91483 1.81910 3.71992
C23 0.06105 0.85110 -6.86895
O16 0.59790 2.03788 -6.30538
H41 0.32682 0.80998 -7.92566
H42 0.47856 -0.01936 -6.35618
H43 -1.02783 0.85820 -6.76953
H44 0.34842 2.04890 -5.37229
C24 -6.91789 -5.22305 -4.92041
O17 -5.50486 -5.33820 -4.85387
H45 -7.27271 -5.72821 -5.81903
H46 -7.36527 -5.69321 -4.04060
H47 -7.19743 -4.16682 -4.96454
H48 -5.22021 -4.88232 -4.04944
C25 1.41345 -2.57219 -4.86281
O18 1.95005 -1.38615 -4.29859
H49 1.67918 -2.61273 -5.91961
H50 1.82937 -3.44424 -4.35201
H51 0.32479 -2.56515 -4.76339
H52 1.69958 -1.37697 -3.36532
C26 4.24307 1.64950 8.63519
O19 4.55629 2.12860 7.33426
H53 4.65326 0.64559 8.74851
H54 4.68546 2.30753 9.38714
H55 3.15855 1.61331 8.76329
H56 4.18262 3.01654 7.26013
C27 -6.57394 1.85985 -4.78706
O20 -7.15113 2.38866 -3.59964
H57 -7.15706 2.19706 -5.64363
H58 -5.54532 2.21797 -4.88546
H59 -6.58846 0.76967 -4.74671
H60 -6.61655 2.07504 -2.85941
C28 -7.44170 -4.60948 -8.73058
O21 -8.18557 -5.70316 -8.21702
H61 -7.53497 -3.76590 -8.04593
H62 -6.38921 -4.89093 -8.81654
H63 -7.83336 -4.32446 -9.71048
H64 -8.08493 -6.43323 -8.84068
C29 -8.96815 2.66542 -0.82169
O22 -9.54487 3.19374 0.36427
H65 -9.55098 3.00233 -1.67853
H66 -7.94006 3.02297 -0.92111
H67 -8.98196 1.57302 -0.78213
H68 -9.01098 2.88105 1.10518
C30 3.45580 5.28128 4.99011
O23 4.03810 4.00436 4.75797
H69 2.47209 5.31218 4.52171
H70 3.35088 5.44402 6.06607
H71 4.08765 6.05816 4.55489
H72 4.90595 4.00675 5.18360
C31 8.56546 2.30925 -3.49950
O24 7.84324 1.20904 -2.96044
H73 8.47305 3.15804 -2.82137
H74 9.61932 2.04120 -3.60171
H75 8.15100 2.57813 -4.47462
H76 7.94137 0.47318 -3.57848
C32 -9.10156 -0.23004 -6.59224
O25 -7.68801 -0.34326 -6.51054
H77 -9.47210 0.21886 -5.67023
H78 -9.37225 0.40668 -7.43837
H79 -9.54466 -1.22155 -6.71483
H80 -7.38576 -0.74216 -7.33636
C33 -6.86870 -0.69143 6.04011
O26 -5.45378 -0.79282 6.09238
H81 -7.22530 -0.26137 6.97639
H82 -7.16164 -0.04329 5.20997
H83 -7.30525 -1.68485 5.90952
H84 -5.16414 -1.17595 5.25238
C34 12.58815 1.21377 -3.99533
O27 12.02521 1.75961 -2.81115
H85 11.93447 1.44814 -4.83602
H86 13.57375 1.65194 -4.17115
H87 12.67463 0.12877 -3.89658
H88 12.62109 1.53867 -2.08442
C35 7.07465 -2.67754 5.62648
O28 7.30997 -2.20116 4.30981
H89 7.53724 -3.65888 5.73335
H90 7.51568 -1.98922 6.35201
H91 5.99896 -2.76430 5.80081
H92 6.89097 -1.33273 4.24159



DFT (the ωB97M-V functional and the def2-TZVPD basis) results for a structure of composition C19H31N5ORhS.

Net charge: +3

Atoms and positions in Å:
Rh1 -0.06718 -0.22175 -0.06294
C1 -2.06402 -0.08504 3.68142
C2 -1.34225 0.15153 2.40087
N1 -0.86115 -0.79323 1.67118
C3 -0.96207 -2.23553 1.89734
C4 -0.92068 -2.92303 0.52800
N2 0.05674 -2.29154 -0.43069
C5 1.46545 -2.74866 -0.30452
C6 2.17779 -1.88913 0.71067
N3 1.94795 -0.44924 0.38511
C7 2.81714 0.05025 -0.76177
C8 1.99803 0.42438 -2.01184
N4 0.79638 1.03109 -1.44730
C9 0.67585 2.29572 -1.22157
C10 1.45996 3.36069 -1.90811
C11 -0.21189 2.62611 -0.05616
C12 -0.66492 3.85810 0.39114
C13 -1.36284 3.90068 1.59643
C14 -1.60934 2.74027 2.32994
C15 -1.14303 1.53271 1.83237
N5 -0.45732 1.54077 0.68098
H1 -1.49360 -0.76277 4.31846
H2 -3.03234 -0.55443 3.48681
H3 -2.23756 0.83348 4.23383
H4 -1.89384 -2.49553 2.40140
H5 -0.14578 -2.55487 2.54859
H6 -1.89795 -2.82989 0.06168
H7 -0.69477 -3.98381 0.64161
H8 -0.26958 -2.53541 -1.36211
H9 1.93466 -2.65361 -1.28532
H10 1.51867 -3.80168 -0.02291
H11 3.24683 -2.10730 0.72942
H12 1.79292 -2.05457 1.71574
H13 2.21830 0.08125 1.20899
H14 3.56783 -0.70266 -0.99844
H15 3.33859 0.93624 -0.40188
H16 1.71673 -0.44794 -2.59873
H17 2.57605 1.09411 -2.64822
H18 1.62822 3.11715 -2.95577
H19 2.43516 3.48423 -1.42613
H20 0.95377 4.32163 -1.85214
H21 -0.48183 4.76559 -0.16751
H22 -1.71941 4.85126 1.97153
H23 -2.15210 2.79333 3.26323
O1 -2.03461 -0.36664 -0.69367
S1 -3.07653 -0.16795 -1.82524
C16 -4.62851 0.12794 -0.92140
C17 -5.14308 1.50017 -1.34976
C18 -3.90541 2.37458 -1.52497
C19 -2.97166 1.54821 -2.40035
H24 -4.32246 0.10969 0.12652
H25 -5.30934 -0.69866 -1.11444
H26 -5.83604 1.89182 -0.60634
H27 -5.68961 1.42801 -2.29112
H28 -3.44296 2.58394 -0.55537
H29 -4.13958 3.32718 -1.99849
H30 -1.91783 1.82763 -2.40300
H31 -3.31433 1.51537 -3.43728



The evaluated DFT total energy for the records listed, in turn: -197.55702; -5335.57554; -1599.44856 hartree.
The evaluated molecular weight for the records listed, in turn: 72.151; 1147.555; 480.464 g/mol.
The evaluated E_HOMO for the records listed, in turn: -0.289; -0.323; -0.679 Ha.